# 1
90
Properties=species:S:1:pos:R:3 method="wB97M-V/def2-TZVPD" multiplicity=1 homo_energy_ev=-10.56 orbital_gap_ev=7.550 total_charge=+1
Sn 0.227 2.213 1.985
C -4.609 0.292 1.438
C -3.310 -0.311 1.018
C -3.142 -1.656 0.874
C -1.894 -2.180 0.470
N -0.869 -1.393 0.268
N -1.015 -0.077 0.430
B 0.259 0.787 0.307
N 0.088 1.727 -0.945
N -0.479 1.035 -1.948
C -0.745 1.633 -3.070
C -0.371 2.986 -3.273
C 0.168 3.709 -2.255
C 0.518 5.153 -2.395
C 0.345 3.038 -1.003
S 0.842 3.979 0.363
C -1.481 0.841 -4.136
C -0.547 0.635 -5.335
C -1.934 -0.512 -3.588
C -2.719 1.638 -4.568
N 1.629 0.067 0.201
N 1.711 -0.755 -0.871
C 2.829 -1.362 -1.121
C 3.962 -1.198 -0.281
C 3.919 -0.341 0.769
C 5.105 -0.101 1.642
C 2.683 0.358 1.000
S 2.690 1.527 2.260
C 2.933 -2.235 -2.359
C 3.288 -3.667 -1.933
C 4.036 -1.669 -3.263
C 1.617 -2.245 -3.127
C -2.183 0.523 0.774
S -2.291 2.232 0.948
C -1.667 -3.659 0.181
C -1.785 -3.840 -1.342
C -0.273 -4.073 0.659
C -2.711 -4.541 0.866
H -5.342 -0.486 1.641
H -4.996 0.953 0.662
H -4.474 0.906 2.329
H -3.969 -2.322 1.076
H -0.555 3.457 -4.229
H 0.338 5.489 -3.414
H 1.566 5.327 -2.146
H -0.078 5.758 -1.711
H 0.341 0.071 -5.045
H -0.224 1.583 -5.768
H -1.065 0.076 -6.114
H -1.095 -1.110 -3.236
H -2.448 -1.063 -4.377
H -2.622 -0.389 -2.751
H -2.463 2.601 -5.010
H -3.384 1.815 -3.722
H -3.270 1.071 -5.319
H 4.876 -1.730 -0.504
H 5.932 -0.738 1.334
H 4.867 -0.303 2.687
H 5.419 0.942 1.586
H 4.267 -3.730 -1.458
H 3.310 -4.311 -2.813
H 2.544 -4.065 -1.242
H 5.009 -1.649 -2.770
H 3.796 -0.654 -3.582
H 4.132 -2.291 -4.153
H 0.825 -2.706 -2.540
H 1.739 -2.814 -4.050
H 1.303 -1.233 -3.381
H -1.162 -3.121 -1.872
H -2.817 -3.697 -1.670
H -1.479 -4.847 -1.624
H 0.493 -3.421 0.244
H -0.068 -5.098 0.348
H -0.206 -4.029 1.748
H -3.722 -4.338 0.512
H -2.690 -4.428 1.951
H -2.497 -5.585 0.639
C 0.024 2.877 3.892
C -0.092 2.966 5.094
C -0.255 3.097 6.508
C 0.128 2.058 7.356
C -0.038 2.189 8.723
C -0.582 3.353 9.250
C -0.962 4.389 8.408
C -0.802 4.266 7.039
H 0.555 1.157 6.937
H 0.259 1.384 9.381
H -0.709 3.453 10.319
H -1.385 5.295 8.820
H -1.095 5.068 6.375



# 2
84
Properties=species:S:1:pos:R:3 method="wB97M-V/def2-TZVPD" multiplicity=1 homo_energy_ev=-11.76 orbital_gap_ev=7.057 total_charge=+1
C 2.442 0.287 -3.668
C 1.013 -0.136 -3.269
N 1.107 -1.437 -2.564
C 1.022 -1.234 -1.118
C 1.703 -2.370 -0.334
C 1.351 -2.422 1.134
C 2.390 -2.156 2.017
C 2.164 -2.175 3.343
P 3.508 -1.844 4.623
O 3.369 -0.260 5.009
O 4.902 -2.021 3.796
N 0.935 -2.423 3.789
C -0.099 -2.668 2.996
I -1.936 -2.978 3.951
C 0.063 -2.687 1.637
P -1.326 -3.020 0.448
N -2.442 -3.975 0.987
C 0.123 -2.375 -3.031
C 0.558 -3.831 -3.200
O -1.010 -2.057 -3.329
H 2.967 -0.624 -3.951
H 2.947 0.695 -2.790
H 2.431 1.008 -4.480
H 0.382 -0.188 -4.152
H 0.579 0.638 -2.635
H 1.581 -0.323 -0.903
H -0.015 -1.045 -0.816
H 1.548 -3.353 -0.777
H 2.775 -2.183 -0.393
H 3.370 -1.928 1.625
H 2.789 0.197 4.381
H 4.824 -2.732 3.144
H 0.796 -2.424 4.800
H -0.670 -3.621 -0.641
H -1.758 -1.750 0.015
H -3.323 -3.468 0.941
H -0.117 -4.327 -3.892
H 1.562 -3.855 -3.623
H 0.517 -4.368 -2.253
C -5.706 -1.431 4.063
C -6.372 -1.393 5.427
O -6.028 -2.536 6.204
H -5.998 -2.333 3.523
H -5.981 -0.560 3.467
H -4.616 -1.454 4.162
H -7.455 -1.392 5.319
H -6.080 -0.490 5.974
H -5.074 -2.538 6.319
C -3.470 1.889 -3.354
C -2.170 2.097 -2.603
O -1.076 2.274 -3.502
H -3.398 1.018 -4.007
H -4.303 1.743 -2.664
H -3.694 2.748 -3.989
H -1.941 1.226 -1.986
H -2.238 2.974 -1.951
H -1.264 3.047 -4.043
C -5.386 5.474 -7.268
C -4.689 4.440 -6.404
O -5.620 3.506 -5.862
H -6.136 6.011 -6.687
H -4.672 6.194 -7.672
H -5.904 4.994 -8.101
H -4.190 4.921 -5.563
H -3.937 3.896 -6.988
H -6.057 3.070 -6.600
C 4.476 0.115 8.855
C 3.756 -1.209 9.031
O 2.532 -1.232 8.294
H 3.842 0.939 9.184
H 5.404 0.135 9.428
H 4.712 0.289 7.802
H 3.503 -1.372 10.077
H 4.388 -2.039 8.697
H 2.749 -1.101 7.368
C 5.235 3.935 -4.277
C 4.540 3.846 -2.932
O 4.926 2.663 -2.230
H 4.999 3.061 -4.886
H 4.931 4.832 -4.817
H 6.320 3.957 -4.151
H 3.460 3.803 -3.062
H 4.780 4.719 -2.317
H 5.878 2.697 -2.100